Entry 1:
The following is a DFT calculation (ωB97M-V/def2-TZVPD) of a molecular structure, C18H54N2O10.

Geometry as XYZ:
```
84
Properties=species:S:1:pos:R:3:forces:R:3
O -1.637500 0.877695 1.089678 -3.29 5.97 -0.25
H -1.440700 0.748375 0.161898 -0.21 -0.23 -0.23
H -2.592480 0.836885 1.140388 -0.86 0.32 0.20
O 0.044460 -0.284475 -0.704982 5.80 -5.21 3.64
H 0.118470 0.356305 -1.412192 -0.70 -0.97 1.64
H -0.783280 -0.734335 -0.874392 4.03 -1.59 -0.08
O 2.387920 1.151045 -1.689242 3.14 -0.22 -3.59
H 1.842590 0.379725 -1.534552 1.28 -1.42 0.30
H 2.867500 0.948695 -2.492542 0.90 -0.16 -0.54
O -1.722950 -0.686215 -1.200662 -15.77 4.68 -5.95
H -2.432480 -1.212415 -0.832012 -1.15 0.10 -0.18
H -2.121240 -0.233405 -1.944012 0.06 0.64 -0.57
O 0.062360 -1.091515 -3.121452 -0.50 -8.65 -3.68
H -0.847660 -0.857635 -3.304182 0.22 -0.45 -0.54
H 0.476590 -0.265885 -2.870492 0.79 -3.21 -2.28
O 1.783000 0.069985 0.525498 6.25 4.17 2.52
H 0.929100 -0.014025 0.101228 0.14 -0.27 0.65
H 2.359550 -0.503005 0.020038 0.11 1.19 0.53
O 0.132900 0.687925 -2.444692 -0.90 13.73 -4.63
H -0.618100 1.216185 -2.715212 -0.36 0.39 -0.51
H 0.852940 1.314325 -2.371252 0.93 1.82 -0.22
O -1.121180 -1.085435 1.242798 0.07 -3.17 0.77
H -0.551490 -0.876805 0.502418 0.66 0.09 1.25
H -1.522780 -0.249465 1.479628 0.72 -1.27 1.39
C -1.480050 -2.788145 -0.945632 1.07 -0.97 2.41
C -1.061140 -4.043035 -0.105072 0.67 -0.72 -1.50
C -0.347270 -4.947435 -1.161672 0.97 -0.64 0.62
C 1.063620 -4.527255 -1.555062 -0.10 1.39 0.85
C 1.939460 -4.315895 -0.261052 -1.70 -0.33 -1.34
C 1.298800 -3.458445 0.835468 1.14 0.97 0.74
N -0.135130 -3.775565 1.018258 1.00 -2.41 -1.87
O -0.742030 -3.130195 2.035068 0.15 -2.25 2.46
C 2.173230 -3.686225 2.145068 -0.72 -1.53 0.30
C 1.502180 -1.961015 0.644858 -0.23 -3.11 0.32
C -2.251060 -4.860565 0.417228 0.12 1.35 0.10
H -1.607290 -1.918975 -0.300302 0.69 -4.74 2.22
H -2.386320 -2.630375 -1.530342 -0.22 -1.94 -0.67
H -0.629790 -2.380605 -1.492512 -0.08 -1.13 -0.58
H -0.096990 -5.936425 -0.777802 -0.78 -0.34 0.67
H -1.005690 -5.139655 -2.008812 -0.06 0.34 -0.14
H 1.075360 -3.581225 -2.096362 -0.09 0.10 -0.29
H 1.515900 -5.282415 -2.197932 0.07 0.00 0.03
H 2.819690 -3.814985 -0.664032 0.52 -0.39 0.71
H 2.061480 -5.317015 0.152428 0.73 0.01 0.04
H 3.254980 -3.576355 2.068608 0.00 0.63 -0.89
H 1.888620 -3.111945 3.026708 -0.40 0.23 -0.31
H 2.140290 -4.729395 2.459418 -0.53 -0.31 0.04
H 0.994080 -1.454065 -0.175472 0.37 -2.98 0.26
H 1.207340 -1.422425 1.545458 -0.02 -1.03 0.00
H 2.540930 -1.647365 0.541318 0.57 -2.42 0.56
H -1.896280 -5.501225 1.224568 -0.08 -0.53 -0.52
H -2.703570 -5.298755 -0.472342 -0.15 -0.61 0.39
H -2.992500 -4.217255 0.891058 -0.09 0.17 -0.04
H -0.682880 -2.206325 1.780948 -0.54 0.60 0.63
C -1.116900 3.040385 2.627528 1.21 0.37 -0.13
C -0.835770 4.225865 1.584138 0.35 -0.69 0.20
C 0.514990 4.997345 1.780158 1.06 -0.92 -1.10
C 1.757610 4.290485 1.168648 -1.58 -0.45 -0.08
C 1.576430 3.975575 -0.336872 -1.50 1.10 1.43
C 0.186300 3.232325 -0.597692 2.13 -0.96 0.51
N -0.946780 3.785825 0.158728 1.75 2.18 0.37
O -2.151340 3.164485 -0.131692 -0.26 -0.12 -0.39
C -0.135430 3.415065 -2.080342 -0.25 0.22 -1.14
C 0.541590 1.757425 -0.227402 -2.75 5.35 1.17
C -1.904050 5.251725 1.818978 -1.17 -0.25 0.20
H -0.704920 2.079945 2.317788 0.18 0.68 0.16
H -2.174150 2.869155 2.830018 -0.18 0.26 -0.33
H -0.675910 3.220065 3.608008 0.10 0.49 0.01
H 0.499130 5.957025 1.263608 -0.64 0.18 0.04
H 0.769140 5.204385 2.819698 -0.57 -0.13 0.17
H 1.813120 3.329945 1.680878 0.67 -0.04 0.15
H 2.633900 4.917105 1.334588 0.13 -0.28 0.06
H 2.462930 3.391675 -0.584442 -0.46 -0.16 -0.70
H 1.537070 4.924695 -0.871422 0.33 0.12 -0.23
H -0.815480 2.695735 -2.536592 -1.05 0.38 0.52
H -0.557580 4.387585 -2.333522 -0.10 0.10 0.46
H 0.664090 3.309005 -2.813562 0.96 0.12 0.50
H 1.410700 1.356525 -0.748962 -2.91 2.90 2.94
H 0.687010 1.597545 0.840958 0.20 1.21 -0.13
H -0.300730 1.078295 -0.359212 0.86 3.85 0.15
H -1.888290 5.502055 2.879728 0.10 0.53 -0.05
H -2.878070 4.788565 1.661248 -0.13 0.04 -0.12
H -1.840640 6.103295 1.141558 0.22 0.09 0.27
H -2.051480 2.318895 0.311718 -0.34 0.16 0.22
```
Positions in Å, forces in eV/Å.

Values from the calculation:
energy: -42966.24981 eV
energy relative to the best compared isomer or geometry (same formula, charge and spin): 2837.08 kJ/mol
Kohn-Sham gap: 5.586 eV

***

Entry 2:
The following is a DFT calculation (ωB97M-V/def2-TZVPD) of 9 unconnected molecules or ions with the total composition C18H54O9.

Geometry as XYZ:
```
81
Properties=species:S:1:pos:R:3:forces:R:3
C -26.144603 19.746347 22.598302 0.49 -0.21 0.24
C -25.873678 21.191439 23.002233 -1.58 0.03 -0.62
O -27.165650 21.743135 23.331549 0.24 0.10 0.38
H -26.879656 19.264671 23.244493 0.16 0.24 0.37
H -25.208214 19.190172 22.682999 -0.09 -0.15 -0.22
H -26.563216 19.621055 21.600056 0.24 0.35 -0.14
H -25.537470 21.774889 22.139881 0.59 -0.19 0.08
H -25.184008 21.284195 23.841829 0.07 -0.14 -0.02
H -27.028710 22.603610 23.740688 -0.09 -0.02 -0.05
C -20.646599 20.022540 20.570282 -0.63 -0.34 -0.15
C -20.057869 21.413394 20.716714 0.17 -0.09 -0.04
O -18.886621 21.465914 19.923238 0.40 -0.41 -0.27
H -19.866552 19.263748 20.521235 0.13 0.12 0.13
H -21.264086 19.869193 19.681888 0.23 0.31 -0.24
H -21.321645 19.768135 21.391519 0.28 0.10 0.14
H -19.836670 21.575270 21.778614 0.21 0.01 -0.18
H -20.718774 22.230489 20.410790 -0.19 -0.31 -0.02
H -18.541318 22.354855 19.822540 -0.18 0.15 0.21
C -20.344107 20.541188 25.809878 0.20 -0.18 0.02
C -20.736454 19.959348 24.465944 -0.48 0.60 -0.06
O -22.173601 19.961601 24.326068 0.53 0.04 0.04
H -20.770848 19.923650 26.601221 -0.02 0.13 0.10
H -20.683913 21.571575 25.918908 -0.21 -0.06 -0.04
H -19.260155 20.563497 25.941280 0.02 -0.16 -0.09
H -20.383323 18.932072 24.344863 0.15 0.04 0.02
H -20.363678 20.581399 23.647501 0.41 -0.23 0.05
H -22.327012 20.573506 23.589868 -0.51 -0.38 -0.08
C -22.492863 18.367401 29.492164 -0.11 0.27 0.30
C -23.557738 17.373239 29.111561 -0.44 -0.09 -0.22
O -24.548299 17.264793 30.144164 0.31 -0.08 -0.09
H -21.956055 18.126870 30.410737 0.08 -0.37 -0.15
H -22.956879 19.333312 29.705410 -0.04 0.04 -0.25
H -21.802699 18.475162 28.655308 0.09 0.06 0.07
H -23.164338 16.380979 28.874424 0.29 0.06 0.15
H -24.040269 17.718353 28.190766 0.00 0.06 -0.01
H -24.902271 16.374462 30.081024 -0.16 0.07 0.13
C -21.361955 23.784402 22.472562 0.44 0.02 0.89
C -22.610196 22.966528 22.785397 0.26 1.15 -0.41
O -22.539203 21.683235 22.184239 -0.48 0.12 0.25
H -21.299791 24.102077 21.432687 -0.12 0.02 0.03
H -20.459242 23.217827 22.715178 -0.15 -0.01 -0.10
H -21.298417 24.657530 23.126893 -0.27 0.15 -0.20
H -23.461408 23.542074 22.406566 -0.23 -0.29 0.08
H -22.755635 22.855934 23.859825 0.13 -0.26 -0.02
H -22.764543 21.784995 21.255179 0.04 -0.28 -0.02
C -24.096591 16.662274 23.835066 0.14 0.39 -0.02
C -23.872488 17.163640 25.252220 -0.40 0.02 0.04
O -22.509094 17.365411 25.570298 0.08 -0.14 0.03
H -25.166519 16.639984 23.621383 0.00 -0.23 -0.02
H -23.641573 15.684078 23.681104 -0.12 -0.06 0.02
H -23.646688 17.354823 23.119089 0.03 0.00 0.01
H -24.291172 16.442979 25.958892 0.24 -0.05 0.07
H -24.432031 18.091190 25.417801 -0.01 0.07 -0.11
H -22.248395 18.171731 25.105157 -0.16 0.03 0.01
C -16.557164 22.626155 26.206898 0.59 -0.10 -0.37
C -16.081981 24.070283 26.227300 -0.67 0.00 0.81
O -16.647397 24.810754 25.145444 0.35 -0.23 -0.02
H -16.146622 22.046497 27.035634 0.00 0.27 0.22
H -16.191923 22.113193 25.314818 -0.30 0.08 -0.17
H -17.642960 22.577077 26.273322 -0.02 0.02 -0.17
H -14.995635 24.181414 26.238729 0.04 -0.30 -0.11
H -16.461233 24.499008 27.164504 0.20 0.12 0.04
H -16.064776 25.567371 25.036265 -0.23 0.13 -0.22
C -20.246817 15.527039 23.766359 -0.67 0.39 -0.62
C -20.639117 16.385430 22.551142 0.16 0.23 0.82
O -19.475119 16.781169 21.833246 -0.12 -0.37 -0.67
H -19.491749 16.063569 24.338769 0.11 -0.21 0.13
H -19.884938 14.569174 23.396053 0.32 0.05 0.15
H -21.110031 15.338580 24.405194 0.03 0.11 0.06
H -21.185496 17.295740 22.816983 -0.10 -0.09 0.37
H -21.326285 15.828959 21.914194 0.37 -0.05 -0.39
H -19.022510 17.472628 22.321395 -0.06 -0.01 0.14
C -18.348978 19.648345 28.988194 0.03 0.09 -0.03
C -18.439971 20.953365 29.760402 -0.68 0.16 0.19
O -18.770351 20.718544 31.133322 0.21 -0.16 -0.16
H -19.315324 19.143355 29.025676 -0.04 0.06 0.06
H -17.609138 18.925773 29.331077 0.17 0.27 0.20
H -18.153566 19.875677 27.939107 0.07 -0.03 -0.01
H -19.267536 21.514914 29.307989 0.05 0.10 -0.07
H -17.576202 21.623273 29.735340 0.33 -0.42 -0.38
H -18.511359 21.512679 31.607073 -0.12 -0.08 0.19
```
Positions in Å, forces in eV/Å.

Values from the calculation:
energy: -37966.41187 eV
structure (SMILES): CCO.CCO.CCO.CCO.CCO.CCO.CCO.CCO.CCO
energy relative to the best compared isomer or geometry (same formula, charge and spin): 333.22 kJ/mol
Kohn-Sham gap: 10.184 eV